[1]
The following is a DFT calculation (ωB97M-V with the def2-TZVPD basis set) of the molecule C19H17FN2O3 in a non-equilibrium geometry.

Results
- charge = 0
- structure (SMILES) = O=C(c1ccc2nc(Cc3ccccc3F)oc2c1)N1CC[C@H](O)C1
- molar mass (u) = 340.35
- total energy (eV) = -31819.77908

The geometry in XYZ format:
```
42
Properties=species:S:1:pos:R:3:forces:R:3
O -3.657 -1.732 1.614 0.040 -0.104 0.305
C -3.168 -1.203 0.633 0.045 -0.041 -0.136
C -1.741 -1.424 0.234 0.182 -0.162 0.084
C -1.438 -2.037 -0.987 -0.137 0.061 0.059
C -0.139 -2.311 -1.365 0.209 0.047 0.109
C 0.869 -1.945 -0.484 -0.581 0.467 0.857
N 2.238 -2.070 -0.553 0.735 -0.137 -0.060
C 2.680 -1.577 0.550 -0.012 -0.461 -0.585
C 4.106 -1.447 0.947 -0.052 0.158 0.113
C 4.609 -0.069 0.587 0.256 -0.062 -0.099
C 4.022 1.072 1.121 0.110 0.073 -0.051
C 4.475 2.333 0.777 -0.081 0.079 0.064
C 5.530 2.478 -0.108 -0.001 -0.046 -0.004
C 6.133 1.358 -0.650 0.020 -0.162 -0.041
C 5.664 0.105 -0.298 -0.094 0.179 0.138
F 6.270 -0.978 -0.829 -0.064 0.033 0.032
O 1.724 -1.108 1.398 0.132 0.167 0.454
C 0.554 -1.338 0.749 -0.494 -0.464 -1.131
C -0.745 -1.076 1.136 0.223 0.073 0.163
N -3.880 -0.398 -0.188 -0.229 0.042 0.002
C -3.317 0.493 -1.189 0.425 0.209 -0.343
C -4.375 1.588 -1.388 -0.082 -0.012 0.362
C -5.249 1.503 -0.133 -0.431 -0.328 -0.485
O -4.638 2.270 0.876 0.330 0.136 0.297
C -5.226 0.003 0.170 -0.225 0.114 0.174
H -2.251 -2.323 -1.638 -0.090 0.003 -0.081
H 0.094 -2.792 -2.300 0.017 -0.071 -0.122
H 4.187 -1.597 2.027 0.065 -0.074 -0.057
H 4.683 -2.207 0.422 -0.128 0.019 0.109
H 3.200 0.962 1.812 -0.077 -0.004 0.065
H 4.003 3.206 1.203 -0.040 0.072 0.039
H 5.884 3.461 -0.377 0.040 0.081 -0.028
H 6.958 1.437 -1.340 0.083 -0.017 -0.072
H -0.982 -0.629 2.087 -0.070 0.037 0.127
H -3.120 -0.042 -2.122 0.061 0.108 0.050
H -2.375 0.911 -0.826 -0.066 -0.048 -0.102
H -3.927 2.574 -1.473 -0.026 0.043 -0.085
H -4.980 1.390 -2.271 -0.020 0.012 -0.023
H -6.271 1.863 -0.317 0.148 -0.099 -0.008
H -5.045 2.065 1.725 0.009 -0.002 -0.058
H -5.959 -0.526 -0.449 -0.057 0.054 0.086
H -5.404 -0.241 1.219 -0.070 0.027 -0.118
```
Positions in Å, forces in eV/Å.


[2]
The following is a DFT calculation (ωB97M-V with the def2-TZVPD basis set) of a cluster of 2 separate species, C9H22FNO2P in total in a non-equilibrium geometry.

Results
- charge = +1
- molar mass (u) = 226.25
- total energy (eV) = -27271.38754

The geometry in XYZ format:
```
36
Properties=species:S:1:pos:R:3:forces:R:3
C -1.055 1.069 2.346 -0.335 -0.335 0.926
C 0.220 0.035 2.473 -1.360 0.361 0.546
F -0.230 -1.093 3.373 1.508 2.462 -2.182
P 0.655 -0.735 0.742 0.738 -0.658 1.014
C 0.892 -2.625 0.913 1.071 -1.333 -0.499
C -0.157 -3.532 0.024 -0.011 -1.081 0.341
C -1.671 -3.635 0.651 -0.501 -0.270 -1.107
C -2.545 -2.237 0.552 -0.706 -0.714 1.213
O -2.805 -1.798 -0.832 1.593 0.403 1.219
H -0.751 2.179 2.611 -0.483 -2.391 -0.953
H -1.830 0.748 3.194 1.751 0.543 -1.916
H -1.578 0.956 1.298 1.118 0.544 2.168
H 1.197 0.559 2.854 -1.982 -1.375 -0.321
H -0.300 -0.328 -0.257 0.681 -0.411 0.763
H 1.941 -0.154 0.338 -1.369 -0.537 0.358
H 0.957 -2.963 2.056 -0.503 1.050 -2.503
H 1.976 -2.861 0.470 -2.277 0.771 0.926
H -0.144 -3.231 -1.131 -0.168 -0.378 2.651
H 0.282 -4.642 0.045 -0.836 2.492 -0.004
H -2.255 -4.422 -0.030 1.272 1.765 1.417
H -1.697 -4.111 1.743 0.278 1.390 -2.272
H -2.117 -1.375 1.251 -0.674 -1.667 -1.533
H -3.613 -2.497 1.015 2.346 0.677 -1.130
H -2.099 -1.173 -1.172 -1.192 -1.211 0.817
C 0.312 2.325 -2.756 -0.172 -0.147 -0.020
C 0.843 2.503 -1.361 0.824 0.869 -0.102
O 0.388 1.880 -0.405 -0.168 -0.523 0.455
N 1.861 3.390 -1.172 -0.995 -1.025 0.104
C 2.524 4.211 -2.158 0.310 0.260 0.216
H -0.495 1.588 -2.750 0.175 0.192 0.094
H -0.088 3.273 -3.128 0.138 -0.137 -0.112
H 1.106 1.963 -3.415 -0.107 0.192 -0.056
H 2.164 3.455 -0.207 -0.054 0.079 -0.248
H 3.587 3.957 -2.150 -0.045 0.180 -0.239
H 2.402 5.257 -1.865 0.112 -0.004 -0.278
H 2.122 4.064 -3.160 0.022 -0.030 0.248
```
Positions in Å, forces in eV/Å.


[3]
The following is a DFT calculation (ωB97M-V with the def2-TZVPD basis set) of the molecule C4H5I in a non-equilibrium geometry.

Results
- charge = 0
- structure (SMILES) = CC1=C[C@H]1I
- molar mass (u) = 179.99
- total energy (eV) = -12326.46135

The geometry in XYZ format:
```
10
Properties=species:S:1:pos:R:3:forces:R:3
C -1.285 0.408 -0.422 -0.173 0.727 -1.562
C 0.063 -0.176 -0.514 1.553 1.821 0.373
C 1.340 0.197 -0.534 -0.412 -1.167 0.093
C 0.905 -0.725 0.568 0.336 -1.336 -1.666
I 0.320 -0.172 2.546 0.559 0.020 0.349
H -1.154 0.922 0.536 -0.794 0.264 -0.173
H -2.095 -0.274 -0.397 -0.567 -1.128 0.604
H -1.619 1.072 -1.255 0.930 -0.047 0.682
H 2.297 0.525 -0.964 -0.991 0.312 0.300
H 1.229 -1.777 0.436 -0.441 0.534 0.999
```
Positions in Å, forces in eV/Å.


[4]
The following is a DFT calculation (ωB97M-V with the def2-TZVPD basis set) of a cluster of 2 separate species, C20H34BBrN3OS in total in a non-equilibrium geometry.

Results
- charge = +1
- molar mass (u) = 455.29
- total energy (eV) = -109355.06021

The geometry in XYZ format:
```
61
Properties=species:S:1:pos:R:3:forces:R:3
C -0.292 2.890 3.199 0.327 0.304 0.229
C 0.356 2.736 1.827 -0.553 0.175 0.117
C -0.493 2.013 0.779 0.691 -0.298 -0.121
C -1.070 0.642 1.207 0.367 -0.164 -0.780
N -2.489 0.469 0.973 0.554 0.476 0.243
B -3.521 1.027 1.906 -1.733 -0.868 -0.494
S -3.125 0.667 3.745 0.832 -0.226 0.558
Br -3.845 3.061 1.599 0.170 0.450 -0.073
C -4.954 0.292 1.526 0.563 0.300 0.564
C -6.201 0.741 2.305 -0.377 -0.035 -0.534
C -7.335 1.270 1.389 0.738 -0.435 0.480
O -8.077 2.321 1.963 -0.388 -0.027 -0.438
C -7.545 3.608 1.730 -0.069 0.136 0.316
H -0.136 2.033 3.847 -0.111 -0.240 -0.032
H 0.177 3.736 3.701 0.003 0.092 0.145
H -1.356 3.088 3.154 -0.162 -0.025 -0.142
H 0.548 3.735 1.438 0.195 0.070 -0.097
H 1.326 2.248 1.952 0.122 -0.091 -0.092
H -1.258 2.663 0.372 -0.360 0.024 0.244
H 0.206 1.830 -0.050 -0.088 -0.003 -0.273
H -0.565 -0.092 0.556 0.088 -0.224 0.110
H -0.709 0.413 2.217 -0.312 0.004 0.239
H -2.718 -0.471 0.685 -0.009 -0.046 0.189
H -4.218 1.019 4.434 -0.136 0.116 -0.348
H -4.803 -0.768 1.743 0.114 -0.177 -0.164
H -5.097 0.389 0.446 -0.134 0.052 -0.121
H -6.591 -0.118 2.845 -0.093 0.014 0.282
H -6.003 1.514 3.045 0.253 0.136 -0.015
H -6.879 1.557 0.440 -0.140 0.326 -0.153
H -8.014 0.441 1.193 -0.285 0.111 -0.093
H -6.913 3.917 2.562 0.256 0.032 -0.038
H -8.360 4.326 1.655 -0.234 -0.080 0.058
H -6.976 3.664 0.804 0.180 -0.125 -0.090
C 8.964 -3.218 -1.541 -0.056 0.005 -0.081
N 7.550 -2.829 -1.752 0.076 0.021 0.105
C 7.004 -2.991 -2.970 -0.067 0.017 0.002
C 5.687 -2.676 -3.200 -0.088 0.066 -0.102
C 4.899 -2.187 -2.159 0.245 -0.086 0.081
C 5.498 -2.012 -0.913 -0.166 -0.015 0.041
C 6.822 -2.338 -0.736 -0.054 -0.013 -0.049
C 3.464 -1.878 -2.348 -0.308 0.102 -0.014
C 2.501 -2.496 -1.556 0.192 -0.014 0.106
C 1.175 -2.161 -1.704 0.027 0.058 0.033
N 0.798 -1.239 -2.602 -0.069 -0.220 0.020
C 1.701 -0.644 -3.398 0.054 0.012 0.050
C 3.037 -0.948 -3.295 0.169 -0.031 -0.076
C -0.624 -0.842 -2.691 -0.041 0.242 0.118
H 9.584 -2.668 -2.243 0.032 -0.022 0.007
H 9.053 -4.289 -1.708 0.050 0.003 -0.001
H 9.255 -2.978 -0.525 -0.022 0.018 0.010
H 7.645 -3.387 -3.745 0.049 -0.012 0.037
H 5.279 -2.834 -4.189 0.000 -0.004 -0.001
H 4.941 -1.616 -0.075 0.003 0.000 0.006
H 7.317 -2.217 0.217 0.063 -0.022 -0.020
H 2.772 -3.238 -0.818 -0.020 0.003 0.012
H 0.401 -2.608 -1.098 -0.055 0.057 -0.014
H 1.327 0.088 -4.099 -0.060 0.003 0.025
H 3.739 -0.433 -3.937 -0.006 0.008 -0.002
H -0.986 -0.990 -3.705 0.065 0.011 -0.018
H -0.675 0.207 -2.402 -0.234 -0.006 0.025
H -1.198 -1.443 -1.995 -0.050 0.065 0.026
```
Positions in Å, forces in eV/Å.


[5]
The following is a DFT calculation (ωB97M-V with the def2-TZVPD basis set) of a structure of composition C14H17BCl2F2IN4O5 in a non-equilibrium geometry.

Results
- charge = +1
- molar mass (u) = 567.93
- total energy (eV) = -70243.24584

The geometry in XYZ format:
```
46
Properties=species:S:1:pos:R:3:forces:R:3
C 4.316 -3.636 0.283 -0.523 0.431 -0.066
C 4.012 -2.307 -0.420 -0.034 -0.094 0.747
C 2.608 -1.832 -0.045 -0.362 -0.377 -0.330
N 1.816 -1.398 -1.244 0.002 0.263 0.417
C 0.762 -0.566 -0.881 0.655 -0.272 -0.304
C 0.883 0.812 -0.832 -0.484 0.516 -0.126
B 2.254 1.539 -1.230 0.451 -0.052 0.046
N 2.449 2.109 -2.501 -0.932 0.596 0.370
O 3.224 1.583 -0.256 -0.152 -0.798 0.076
C -0.223 1.558 -0.429 -0.333 -0.498 0.329
C -0.094 3.064 -0.480 -0.390 0.730 -0.167
O -0.142 3.615 -1.533 0.281 -0.088 -0.566
O 0.058 3.707 0.687 0.463 -0.705 0.244
I 1.685 4.877 0.814 -0.236 0.185 0.001
C -1.402 0.901 -0.055 -0.222 -0.202 0.082
N -2.594 1.611 0.377 1.442 0.385 -0.081
C -3.253 2.262 -0.699 -0.409 -0.454 -0.084
O -2.820 2.372 -1.783 0.513 -0.119 -0.761
F -4.454 2.635 -0.380 -0.636 0.241 0.470
C -2.474 2.416 1.539 -0.468 -0.259 0.043
O -3.251 3.210 1.892 -0.933 0.823 0.222
F -1.376 2.181 2.204 0.780 -0.773 0.288
C -1.507 -0.483 -0.131 -0.168 0.026 0.099
C -2.792 -1.212 0.143 -0.059 0.470 0.298
C -3.208 -1.455 1.630 -0.385 -0.302 -0.511
C -4.618 -0.967 1.869 -0.099 0.051 -0.184
Cl -2.059 -0.820 2.818 0.222 0.189 0.097
N -0.411 -1.172 -0.548 0.025 0.280 0.171
Cl -0.478 -2.865 -0.663 0.037 -0.056 0.034
H 3.786 -4.451 -0.197 0.155 -0.242 -0.170
H 5.379 -3.822 0.352 0.151 -0.224 -0.114
H 3.907 -3.568 1.287 0.198 -0.082 0.308
H 4.716 -1.582 -0.022 0.201 0.245 -0.325
H 4.128 -2.387 -1.496 0.053 0.021 -0.183
H 2.064 -2.648 0.420 -0.138 -0.197 -0.030
H 2.630 -1.033 0.695 0.177 0.231 -0.017
H 2.412 -0.940 -1.921 0.059 0.094 0.018
H 2.949 2.990 -2.478 0.547 -0.279 -0.237
H 1.599 2.278 -3.027 0.102 -0.267 -0.235
H 4.096 1.329 -0.575 0.191 0.526 0.026
H -2.823 -2.176 -0.340 0.188 -0.064 -0.286
H -3.562 -0.612 -0.328 -0.206 0.116 -0.028
H -3.221 -2.526 1.779 0.254 -0.213 0.107
H -4.692 0.115 1.812 0.033 0.190 0.160
H -5.016 -1.335 2.805 0.054 0.116 0.305
H -5.261 -1.368 1.087 -0.064 -0.111 -0.154
```
Positions in Å, forces in eV/Å.